{
  "formula": "C33H31FeN6O3P",
  "method": "ωB97M-V/def2-TZVPD",
  "species": ["Fe", "C", "C", "C", "C", "C", "N", "C", "C", "C", "C", "C", "C", "C", "N", "C", "C", "C", "N", "C", "C", "N", "C", "C", "C", "N", "H", "H", "H", "H", "H", "H", "H", "H", "H", "H", "H", "H", "H", "H", "H", "H", "H", "H", "O", "N", "O", "O", "C", "P", "C", "C", "C", "C", "C", "C", "C", "C", "C", "C", "C", "C", "H", "H", "H", "H", "H", "H", "H", "H", "H", "H", "H", "H", "H"],
  "positions_angstrom": [[0.76857, -0.26676, -0.25348], [3.80599, 4.25990, 3.00686], [2.93421, 3.06172, 2.74141], [3.32074, 1.78219, 3.14573], [2.55929, 0.66735, 2.84614], [1.35922, 0.78233, 2.14165], [0.59604, -0.29561, 1.67419], [0.22205, -1.25556, 2.56636], [0.22754, -1.00619, 3.96219], [-0.16206, -1.94109, 4.88957], [-0.59556, -3.21111, 4.50551], [-1.00976, -4.24750, 5.51609], [-0.64023, -3.46582, 3.15121], [-0.28195, -2.51185, 2.19699], [-0.39544, -2.89860, 0.81890], [-0.91791, -4.05369, 0.35768], [-0.60604, -4.16774, -0.97561], [0.10361, -3.00671, -1.25973], [0.19847, -2.21878, -0.18856], [0.97831, 2.06280, 1.75956], [1.74949, 3.18284, 2.03327], [-0.24438, 2.23035, 1.03362], [-1.12776, 3.23445, 1.19561], [-2.15671, 3.03611, 0.30918], [-1.81235, 1.85716, -0.36092], [-0.66115, 1.36258, 0.07882], [4.40211, 4.12045, 3.90877], [4.49883, 4.43248, 2.17991], [3.21081, 5.16508, 3.13300], [4.25624, 1.65584, 3.67923], [2.89192, -0.32188, 3.13684], [0.55632, -0.03243, 4.29784], [-0.12619, -1.68278, 5.94285], [-0.38850, -4.19535, 6.41130], [-2.04741, -4.11327, 5.83287], [-0.91972, -5.25538, 5.10851], [-0.94336, -4.45311, 2.83046], [-1.43821, -4.73114, 1.00823], [-0.85216, -4.97943, -1.63721], [0.55656, -2.70429, -2.18586], [1.42728, 4.15121, 1.66600], [-0.95471, 3.99589, 1.93698], [-3.03078, 3.64730, 0.16965], [-2.34932, 1.35906, -1.14972], [2.68336, -1.05310, -0.09816], [3.21309, 0.07906, -0.30388], [4.40253, 0.27459, -0.30200], [2.36354, 1.01600, -0.51885], [1.32048, -0.55413, -3.95517], [0.22018, -0.10665, -2.57313], [-1.31316, -1.04159, -2.90670], [-1.59548, -1.57080, -4.16378], [-2.74827, -2.31706, -4.37991], [-3.63160, -2.54532, -3.33684], [-3.35253, -2.03684, -2.07435], [-2.19777, -1.30231, -1.85960], [-0.22512, 1.60848, -3.04638], [0.52042, 2.67588, -2.54905], [0.19535, 3.97798, -2.90260], [-0.87525, 4.22792, -3.74950], [-1.61437, 3.17000, -4.25803], [-1.28656, 1.86582, -3.91229], [1.52219, -1.62595, -3.98334], [2.26531, -0.03291, -3.80072], [0.89295, -0.23335, -4.90460], [-0.91676, -1.40416, -4.99101], [-2.95228, -2.71917, -5.36423], [-4.52723, -3.13105, -3.50150], [-4.02379, -2.23055, -1.24726], [-1.96629, -0.96872, -0.85637], [1.34870, 2.49625, -1.87732], [0.77859, 4.79959, -2.50588], [-1.13330, 5.24565, -4.01421], [-2.44909, 3.35722, -4.92163], [-1.87982, 1.04816, -4.30359]],
  "lowdin_charge": [0.409, -0.053, -0.270, -0.028, -0.016, -0.264, -0.016, -0.204, -0.016, -0.051, -0.293, -0.061, 0.000, -0.094, -0.026, -0.049, -0.033, -0.153, 0.006, -0.138, 0.016, -0.038, -0.049, -0.037, -0.132, 0.043, 0.075, 0.083, 0.074, 0.115, 0.130, 0.109, 0.112, 0.074, 0.078, 0.072, 0.098, 0.114, 0.103, 0.090, 0.120, 0.127, 0.097, 0.102, -0.040, -0.511, 0.087, -0.104, -0.224, 1.011, -0.382, -0.097, -0.075, -0.079, -0.067, -0.119, -0.356, -0.091, -0.072, -0.085, -0.079, -0.088, 0.047, 0.054, 0.044, 0.097, 0.104, 0.104, 0.109, 0.090, 0.087, 0.106, 0.102, 0.103, 0.096],
  "e_above_lowest_kcal_mol": 0.00
}

---

{
  "formula": "C33H32As2IN4ReS2",
  "method": "ωB97M-V/def2-TZVPD",
  "species": ["Re", "N", "C", "N", "C", "C", "S", "C", "C", "S", "C", "N", "N", "H", "H", "H", "H", "H", "H", "C", "C", "As", "C", "C", "C", "C", "C", "C", "C", "C", "C", "C", "C", "C", "As", "C", "C", "C", "C", "C", "C", "C", "C", "C", "C", "C", "C", "H", "H", "H", "H", "H", "H", "H", "H", "H", "H", "H", "H", "H", "H", "H", "H", "H", "H", "H", "H", "H", "H", "H", "H", "I", "C", "H", "H"],
  "positions_angstrom": [[1.22079, 0.58934, 0.32792], [4.18639, -1.80506, 0.05642], [4.37229, -0.48956, 0.04202], [3.43359, 0.43754, -0.04178], [3.98939, 1.70484, -0.08808], [5.35539, 1.73124, 0.00872], [6.00469, 0.15864, 0.13422], [3.12429, 2.83904, -0.29158], [3.48719, 4.11484, -0.63008], [2.12169, 5.09664, -0.94508], [1.09329, 3.72764, -0.58338], [1.75769, 2.63764, -0.24088], [-0.23091, 3.81094, -0.69308], [3.27759, -2.22716, -0.10398], [4.99459, -2.40936, 0.08112], [5.98729, 2.59624, -0.00638], [4.47569, 4.51754, -0.72418], [-0.66241, 4.68214, -0.96048], [-0.82371, 3.02854, -0.43928], [-1.33611, -2.02466, 1.06492], [-1.51991, -0.84246, 2.01852], [-1.26761, 0.83034, 1.01332], [-2.74671, 0.64044, -0.26788], [-3.98141, 0.32044, 0.30012], [-5.06241, 0.03384, -0.51398], [-4.91741, 0.08284, -1.89248], [-3.70081, 0.42884, -2.45698], [-2.60951, 0.71594, -1.64788], [-1.91051, 2.26174, 2.18472], [-2.65971, 3.31114, 1.64612], [-3.12761, 4.31514, 2.47832], [-2.83821, 4.28744, 3.83432], [-2.11371, 3.23554, 4.37382], [-1.65071, 2.21974, 3.55212], [0.28129, -1.75176, -0.04508], [-0.28811, -1.58076, -1.89768], [0.29089, -0.55766, -2.64868], [0.05359, -0.45626, -4.00788], [-0.77211, -1.38376, -4.62568], [-1.36871, -2.39466, -3.88558], [-1.12441, -2.49886, -2.52398], [1.27409, -3.42906, -0.04308], [1.61419, -4.02806, 1.16852], [2.34539, -5.20306, 1.16842], [2.74809, -5.77136, -0.03088], [2.39919, -5.18516, -1.23698], [1.68249, -4.00026, -1.24998], [-2.19591, -2.09996, 0.38232], [-1.26151, -2.96696, 1.62192], [-0.77311, -0.88356, 2.81932], [-2.51571, -0.84866, 2.48352], [-4.09751, 0.30714, 1.38072], [-6.00631, -0.23766, -0.06638], [-5.75731, -0.14876, -2.52848], [-3.59311, 0.47244, -3.52938], [-1.65831, 0.98804, -2.09678], [-2.91341, 3.31144, 0.58622], [-3.74421, 5.10234, 2.07282], [-3.19501, 5.08024, 4.47392], [-1.92521, 3.19314, 5.43542], [-1.11941, 1.37414, 3.97882], [0.96219, 0.16434, -2.14668], [0.52599, 0.31804, -4.59438], [-0.92841, -1.32286, -5.69188], [-1.99471, -3.12076, -4.38168], [-1.55721, -3.31386, -1.95178], [1.28689, -3.59316, 2.10682], [2.60199, -5.66376, 2.10832], [3.32379, -6.68196, -0.02648], [2.68839, -5.63666, -2.17278], [1.40519, -3.53986, -2.19298], [2.18249, -0.82496, 3.34692], [1.75949, 1.05044, 2.42112], [2.67069, 1.65084, 2.44262], [0.97119, 1.55334, 2.98802]],
  "lowdin_spin": [0.938, -0.039, -0.018, -0.021, 0.004, -0.047, 0.004, 0.000, 0.009, -0.001, 0.017, 0.031, 0.015, -0.001, -0.001, -0.002, 0.001, 0.000, 0.000, 0.010, 0.000, -0.003, -0.003, -0.001, 0.000, 0.000, 0.000, 0.000, 0.000, 0.000, 0.000, 0.000, 0.000, 0.000, 0.026, -0.003, 0.002, 0.000, 0.000, -0.001, -0.001, 0.007, 0.001, 0.000, 0.001, 0.000, 0.001, 0.001, 0.000, 0.000, 0.000, 0.000, 0.000, 0.000, 0.000, 0.000, 0.000, 0.000, 0.000, 0.000, 0.000, 0.003, 0.000, 0.000, 0.000, 0.000, 0.000, 0.000, 0.000, 0.000, 0.000, 0.084, -0.013, 0.002, 0.000],
  "s2": 0.82,
  "multiplicity": 2,
  "e_above_lowest_kcal_mol": 42.78,
  "charge": 3
}

---

{
  "formula": "C33H32BrN6O5S5SeSiZr",
  "method": "ωB97M-V/def2-TZVPD",
  "species": ["Zr", "N", "C", "S", "N", "N", "C", "C", "C", "C", "C", "C", "C", "O", "H", "H", "H", "H", "H", "H", "H", "C", "C", "N", "C", "C", "S", "C", "C", "S", "C", "N", "C", "H", "H", "H", "H", "H", "H", "H", "H", "O", "S", "O", "N", "C", "S", "C", "C", "C", "C", "C", "C", "H", "H", "H", "H", "Br", "C", "C", "C", "C", "C", "C", "C", "O", "O", "H", "H", "H", "H", "C", "Si", "C", "C", "Se", "H", "H", "H", "H", "H", "H", "H", "H", "H"],
  "positions_angstrom": [[-0.74330, 0.13521, -0.26078], [-4.84745, 0.39558, -3.37649], [-3.67996, 0.33073, -2.62183], [-2.86369, -1.16996, -2.60640], [-3.43448, 1.47171, -2.03187], [-2.31508, 1.60416, -1.22352], [-2.28849, 2.78592, -0.71052], [-1.22737, 3.36580, 0.10390], [-1.49761, 4.47813, 0.89869], [-0.50945, 5.04350, 1.68249], [0.77622, 4.50248, 1.64369], [1.06909, 3.41632, 0.83783], [0.06321, 2.82508, 0.07540], [0.28799, 1.74679, -0.68661], [-4.94034, -0.33846, -4.05548], [-5.11951, 1.32130, -3.66561], [-3.13772, 3.42357, -0.93717], [-2.50356, 4.88794, 0.90391], [-0.72925, 5.89505, 2.31443], [1.56161, 4.93922, 2.24903], [2.05761, 2.98017, 0.79444], [1.69499, -2.62699, -1.46389], [0.37017, -3.00660, -0.90535], [-0.60276, -2.20941, -0.53453], [-1.75296, -2.92331, -0.19664], [-1.62257, -4.26141, -0.28748], [-0.04952, -4.66062, -0.80861], [-2.97663, -2.23030, 0.22064], [-4.10401, -2.83477, 0.64185], [-5.26683, -1.65883, 1.06167], [-4.16411, -0.40225, 0.66313], [-3.02359, -0.84473, 0.22577], [-4.56865, 1.02437, 0.83727], [2.03723, -1.68007, -1.05261], [1.59649, -2.50447, -2.54431], [2.43103, -3.40735, -1.26523], [-2.36006, -5.02159, -0.08674], [-4.30875, -3.88896, 0.73819], [-5.45881, 1.09078, 1.46248], [-4.77724, 1.46471, -0.14011], [-3.75841, 1.58195, 1.30126], [4.92876, -0.22265, -2.67036], [3.94736, 0.74213, -3.08914], [4.28883, 2.13360, -2.98813], [2.51161, 0.44251, -2.36238], [1.57993, 0.13410, -3.22419], [-0.06449, -0.27040, -2.92354], [2.06838, 0.05523, -4.65305], [1.36751, -0.31894, -5.78761], [2.05125, -0.35917, -6.99791], [3.40376, -0.03008, -7.06813], [4.10335, 0.34415, -5.92702], [3.40754, 0.37398, -4.73554], [0.31653, -0.57181, -5.71292], [1.52695, -0.65349, -7.89908], [3.91670, -0.07314, -8.02122], [5.15437, 0.60163, -5.96961], [-1.23245, -2.40053, 4.72520], [-1.24440, -0.51215, 4.90709], [-1.21721, -0.04561, 6.21612], [-1.21062, 1.31560, 6.47701], [-1.22188, 2.22277, 5.42827], [-1.25421, 1.75494, 4.12692], [-1.27490, 0.38620, 3.83875], [-1.31768, 0.01697, 2.38402], [-1.20346, -1.13398, 1.97296], [-1.47077, 0.99689, 1.54634], [-1.19331, -0.75981, 7.02805], [-1.19193, 1.66355, 7.50361], [-1.19934, 3.28786, 5.62388], [-1.24333, 2.44068, 3.28997], [3.85538, -0.96041, 3.37667], [3.06983, -1.59628, 1.81234], [4.38515, -1.79311, 0.50024], [2.32131, -3.27408, 2.20593], [1.50435, -0.11477, 1.22987], [4.66480, -1.62929, 3.69353], [3.11048, -0.90145, 4.17573], [4.26645, 0.04158, 3.22163], [5.38274, -1.81171, 0.95448], [4.35639, -0.97699, -0.22539], [4.25156, -2.72841, -0.05145], [2.94645, -3.83247, 2.91634], [2.20841, -3.88729, 1.30641], [1.33039, -3.13674, 2.65109]],
  "lowdin_charge": [1.521, 0.026, -0.894, 0.584, -0.044, -0.100, -0.097, -0.174, -0.055, -0.112, -0.081, -0.014, -0.363, -0.385, 0.049, 0.073, 0.125, 0.109, 0.091, 0.100, 0.105, -0.119, -0.625, -0.075, -0.363, -0.331, 1.089, -0.403, -0.338, 1.074, -0.605, -0.064, -0.067, 0.008, 0.075, 0.074, 0.077, 0.077, 0.072, 0.068, 0.069, -0.308, 0.623, -0.298, -0.071, -0.732, 0.619, -0.224, -0.035, -0.078, -0.086, -0.043, -0.224, 0.096, 0.098, 0.098, 0.117, 0.793, -0.582, -0.148, -0.087, -0.071, 0.002, -0.131, -0.669, -0.116, -0.227, 0.088, 0.101, 0.103, 0.112, -0.246, 0.107, -0.216, -0.214, 0.523, 0.026, 0.024, 0.026, 0.030, 0.008, 0.017, 0.027, 0.002, 0.007],
  "e_above_lowest_kcal_mol": 45.89,
  "charge": -1
}